Entry 1:
Molecular formula: C29H31MnN10P2Si
Method: DFT, ωB97M-V with the def2-TZVPD basis set

```
74
Properties=species:S:1:pos:R:3:lowdin_spin:R:1
C -0.6668 2.5262 3.3033 0.01
C -1.7790 -1.9377 0.1433 -0.01
H 0.1868 -2.9703 -4.9007 0.00
C -2.4800 3.2227 -0.9582 -0.02
H 4.7729 2.5891 -2.2342 0.00
H -0.9515 4.6762 1.3595 0.00
C 4.4249 1.5775 -2.0682 0.00
H 0.7431 4.7080 0.8723 0.00
H 0.1632 2.7515 -2.9753 0.00
H -3.0705 3.0088 -0.0634 0.00
H -2.0931 -3.7267 4.9003 0.00
H -4.9985 -1.0673 -0.4719 0.00
C -0.1691 -2.1387 -4.3047 0.00
H -2.7500 -4.3845 -1.9878 0.00
Mn -0.1955 1.0835 0.6977 1.01
H -3.0146 -0.2959 0.7868 0.00
C 1.5971 1.7359 3.0418 0.01
C 1.0803 -2.5078 3.0726 0.00
C 5.2816 0.5048 -2.2647 0.00
C 4.8375 -0.7886 -2.0232 0.00
N 0.9825 -1.6744 0.0104 -0.01
C -1.8028 -0.4282 -3.8844 0.00
H 2.1685 -3.3791 4.6963 0.00
H -2.7369 4.2321 -1.3012 0.00
H 1.9767 -2.1247 2.6015 0.00
C -0.1742 -2.2651 2.5168 0.01
C -1.7045 -3.0873 -0.6395 0.00
H 2.4582 2.1919 -1.4487 0.00
C 0.0513 -3.6496 4.9236 0.00
N -1.6183 2.9572 4.1106 0.00
N 0.7010 2.6797 3.5319 0.01
H -0.3376 4.4264 -2.6962 0.00
H 6.3006 0.6756 -2.5891 0.00
H -4.8600 -3.1062 -1.8687 0.00
P -0.3581 -1.2359 1.0324 0.01
H -2.7890 2.5214 -1.7414 0.00
C -2.8125 -3.5020 -1.3625 0.00
C 2.6681 0.0644 -1.4174 -0.01
C 0.5479 -1.7297 -3.1927 0.00
H -1.9114 -1.8121 -5.5188 0.00
C -4.0791 -1.6375 -0.5156 0.00
C -1.0804 -0.0201 -2.7692 -0.01
C -0.2819 4.6623 0.4952 0.01
C -1.3162 -2.6995 3.1893 0.00
H 1.4569 -2.2512 -2.9193 0.00
H -1.4382 0.7962 -2.1523 -0.01
H -0.7673 -3.6269 -0.7029 0.00
H 0.9096 2.9569 4.4792 0.00
H 1.8289 -1.6025 0.5841 0.00
C -3.9990 -2.7804 -1.2972 0.00
N -2.7620 2.6187 3.4874 0.01
N -2.5100 1.9823 2.3916 0.00
N 1.4559 1.0765 1.8949 0.01
N -1.1709 1.9300 2.2312 0.01
H -2.7239 0.0791 -4.1431 0.00
C 1.1896 -3.2030 4.2687 0.00
H 5.5102 -1.6271 -2.1548 0.00
C -1.3484 -1.4876 -4.6523 0.00
C 3.5350 -1.0097 -1.6000 0.00
H 3.2007 -2.0194 -1.3925 0.00
Si -0.6076 3.1201 -0.5734 -0.01
C 0.0996 -0.6639 -2.4140 -0.01
H 1.2389 3.8790 -2.1412 0.00
C 0.1930 3.5752 -2.2539 0.00
C 3.1245 1.3590 -1.6369 0.00
H 0.1383 -4.1851 5.8609 0.00
H -0.4691 5.5676 -0.0942 0.00
C -1.2014 -3.3922 4.3850 0.00
N 2.7133 1.3918 3.6623 0.00
P 0.9486 -0.1375 -0.8702 -0.03
N 3.2706 0.4641 2.8680 0.01
H -2.2968 -2.4961 2.7754 0.00
C -2.9670 -1.2075 0.1972 0.00
N 2.5376 0.2672 1.8245 0.00
```

As for the net charge: -1. Its largest force on an atom is 0.44 eV/Å. The value obtained for the total energy is -3794.52817 hartree. The spin multiplicity is 2. The orbital gap (spin up / spin down) comes out at 0.2542 / 0.2614 Eh. For the highest occupied orbital energy (spin up / spin down), the calculation gives -4.416 / -4.603 eV.

Entry 2:
Molecular formula: C29H31N5O3
Method: DFT, ωB97M-V with the def2-TZVPD basis set

```
68
Properties=species:S:1:pos:R:3:mulliken_charge:R:1
C 8.4500 -2.2135 0.2815 -0.76
C 7.7025 -1.0426 0.4665 0.56
H 2.3889 -1.5497 0.3346 0.44
H -2.5152 -1.4201 -0.5548 0.25
H 4.3052 -0.5275 1.4509 0.44
C -5.8001 -1.6347 1.9018 -1.06
C 3.5710 0.1065 0.9806 -0.18
C -8.1702 -2.0821 1.2598 -0.69
H -1.6140 2.4221 -0.3032 0.21
C 7.9405 -0.5043 -1.8641 -0.07
H -1.6655 -1.1741 -2.1042 0.44
N -5.9035 0.4998 -0.0391 0.11
H 6.3957 1.6331 -0.7977 0.53
C 6.5433 0.6016 1.1749 0.41
H -10.1914 -2.4642 0.6732 0.38
C 1.6566 1.6878 -0.2597 0.04
H -8.2116 0.7532 -1.3204 0.52
H 2.8681 3.3464 0.3568 0.46
N 7.1368 -0.5503 1.5548 -0.76
C 5.7892 1.4436 2.1531 -0.65
H -2.4734 1.1423 -2.2392 0.32
C -4.8386 -2.5186 1.1034 -0.78
C 3.7104 1.4911 0.9842 0.62
C 8.6667 -1.6402 -2.0494 -0.69
N 7.4696 -0.2102 -0.6305 0.13
N -0.8526 -0.1719 -0.4959 0.14
C -2.9621 0.4627 -1.5204 -0.55
C 8.9259 -2.5057 -0.9657 -0.14
H -1.7218 -0.1322 1.3824 0.25
C -2.0107 -0.6854 -1.1918 -1.05
H 5.4292 0.8091 2.9729 0.35
H -10.2173 -0.6319 -0.9923 0.39
H 0.9241 2.3068 -0.7571 0.44
H 6.4487 2.2090 2.5763 0.33
C -7.0498 -0.2826 0.1399 0.57
H -5.0753 0.2184 0.4729 -0.13
C -8.2055 -0.0464 -0.5990 -0.60
C 0.3916 -0.3577 -0.9993 0.34
H -2.4438 2.2216 1.2602 0.47
H -4.0686 2.8183 -1.4542 0.43
H 9.0436 -1.8777 -3.0306 0.37
C -4.3218 2.1998 -0.5797 -0.99
H 7.7104 0.1920 -2.6564 0.38
H -0.3042 0.9280 1.1896 0.44
C 2.7417 2.2751 0.3537 -0.70
C 6.7336 0.8349 -0.1701 -0.60
C -2.1437 1.7042 0.3459 -0.72
C -9.3300 -0.8267 -0.4092 -0.59
H -5.2906 -0.7222 2.2236 0.40
O 4.7342 2.1746 1.5619 -0.47
C 2.4846 -0.4745 0.3507 -0.97
H -8.1583 -2.8790 1.9901 0.37
H 9.5034 -3.4008 -1.1340 0.41
O -6.5259 2.1260 -1.5337 -0.68
H -5.3112 -3.4714 0.8770 0.43
C -5.7182 1.6065 -0.7966 0.61
C -1.2014 0.5515 0.6991 -0.76
O 0.5903 -1.0298 -1.9948 -0.67
H -3.9311 -2.7109 1.6722 0.30
C -7.0285 -1.3123 1.0919 0.58
H -4.5710 -2.0469 0.1604 0.13
H -6.1021 -2.1689 2.8047 0.47
N -3.3327 1.1733 -0.3021 0.17
C 1.5122 0.3028 -0.2617 0.01
H -3.8695 0.0705 -1.9847 0.40
H -4.3962 2.8640 0.2875 0.44
C -9.3165 -1.8504 0.5209 -0.67
H 8.6254 -2.8486 1.1334 0.42
```

As for the energy above the lowest of the compared OMol25 structures with the same formula, charge and spin: 0.0 kcal per mole. Its largest force on an atom is 0.92 eV/Å. The value obtained for the total energy is -1623.22933 hartree. The orbital gap comes out at 0.3266 Eh. For the highest occupied orbital energy, the calculation gives -8.283 eV. The structure (SMILES) is CCc1ccccc1NC(=O)CN1CCN(C(=O)c2ccc(OCc3cn4ccccc4n3)cc2)CC1.

Entry 3:
Molecular formula: C29H32As2HfN4O2S
Method: DFT, ωB97M-V with the def2-TZVPD basis set

```
71
Properties=species:S:1:pos:R:3:mulliken_charge:R:1
H 3.2998 -1.6646 -1.5916 0.42
C 2.7040 2.1491 -2.1537 -1.26
C 3.9071 0.0514 3.4924 -0.92
C -1.4888 0.3652 -3.6849 -0.93
H 1.0707 4.9781 1.9381 0.54
C -1.0116 0.3333 3.3253 0.28
C -0.6574 2.7658 3.8201 -1.14
H -3.3353 0.8543 -0.2389 0.39
C -0.6129 0.5586 -2.6212 0.04
N -1.6219 -1.5782 -0.4229 0.11
S -1.7534 -0.0028 4.8562 -0.25
C 4.1932 -1.3053 3.5508 -0.44
H -2.7159 -4.6841 -0.5047 0.45
H 0.4479 -1.5778 -5.6620 0.47
C 3.5384 -0.6098 -1.7105 -1.58
H -0.2038 4.8381 4.0893 0.46
C -0.5089 1.6496 2.9870 1.25
As -1.0497 1.6843 -1.0814 1.24
H -0.0565 3.4645 -2.6458 0.36
H 3.5937 -3.2489 2.7983 0.58
C 2.4511 -1.6514 1.9758 0.81
H -4.1603 -2.8668 -3.2546 0.33
C 3.4375 -2.1792 2.7837 -0.76
H 4.9918 -1.6725 4.1810 0.47
H -1.8258 3.4116 -2.7466 0.46
As 1.9966 0.5141 -1.2972 1.20
C -2.4940 -3.6344 -0.5881 -1.04
H 2.0013 2.9783 -2.0953 0.27
H -2.4734 0.8205 -3.6600 0.39
C -0.9058 -0.7856 2.5118 0.40
O 1.1356 -1.8598 0.0251 -0.68
N 0.1421 1.7500 1.8077 1.30
H 4.4685 0.7685 4.0739 0.48
H 3.6198 2.4270 -1.6318 0.48
C -2.6538 -1.5623 -1.2576 -0.98
Hf 0.1194 -0.2981 0.6338 0.98
H 2.0320 -1.1876 -3.8316 0.40
C -1.5252 -2.8936 0.0051 -0.26
H -4.5603 -4.1663 -2.1211 0.33
H -0.7591 -3.2511 0.6677 0.43
C 1.6335 -2.5252 1.0610 -0.03
C 0.6845 2.9319 1.4668 -0.30
C -1.4457 -1.9183 3.1876 -1.00
C -4.3554 -3.1042 -2.2109 -0.87
C -0.9751 3.3956 -2.0694 -1.22
C -2.9968 1.6911 -0.8459 -1.55
C -1.9282 -1.6405 4.4327 -0.55
O 1.4519 -3.6900 1.2847 -0.58
C -1.1141 -0.3969 -4.7787 -0.80
N 2.1590 -0.3396 1.9187 0.15
H 2.6176 1.5388 2.6301 0.41
C 0.1495 -0.9732 -4.8161 -0.90
C -0.0986 3.9686 3.4540 -0.78
N -3.2008 -2.7736 -1.3868 0.10
H -3.5320 1.7164 -1.7940 0.47
H -1.7997 -0.5334 -5.6047 0.47
C 2.8777 0.4888 2.6792 -0.21
H 3.8836 -0.4151 -2.7228 0.51
H -5.2319 -2.5528 -1.8759 0.35
H 4.3373 -0.3477 -1.0173 0.43
H -1.0414 4.2375 -1.3820 0.47
C 0.6825 0.0246 -2.6815 0.56
H -3.2267 2.6134 -0.3115 0.49
H 2.9398 1.9473 -3.1958 0.41
H -1.4851 -2.9213 2.7881 0.40
H -3.0196 -0.7052 -1.7931 0.66
H 1.2023 2.9600 0.5146 0.44
C 1.0417 -0.7532 -3.7796 -0.56
H -2.3828 -2.3274 5.1304 0.50
C 0.6049 4.0552 2.2514 -1.06
H -1.2084 2.6663 4.7448 0.52
```

As for the energy above the lowest of the compared OMol25 structures with the same formula, charge and spin: 10.6 kcal per mole. As for the net charge: +2. Its largest force on an atom is 1.98 eV/Å. The value obtained for the total energy is -6411.16167 hartree. The orbital gap comes out at 0.2808 Eh. For the highest occupied orbital energy, the calculation gives -13.594 eV.

Question: The highest largest force on an atom belongs to which entry?
Answer: C29H32As2HfN4O2S

Question: Among the records above, which one has the lowest total energy?
Answer: C29H32As2HfN4O2S

Question: Which of these has the highest largest force on an atom?
Answer: C29H32As2HfN4O2S